No. 1
The following is a quantum chemistry calculation of an isolated ion of composition C9H15N2S and charge +1 in a non-equilibrium geometry, from the Open Molecules 2025 dataset.

Positions of all 27 atoms, in Å:
C 0.972 -0.018 0.511
C 2.080 0.731 0.032
C -1.660 1.076 0.902
C -1.028 -1.092 -0.095
C 2.441 -0.356 0.963
C -2.871 1.776 1.577
C -1.632 -2.244 -0.746
C 3.289 -1.471 0.287
C 0.802 2.100 -1.933
N 0.188 -1.022 -0.078
N -1.966 -0.063 0.237
S 2.433 1.786 -1.152
H 0.284 0.720 1.113
H 2.630 -0.341 1.985
H -2.643 2.033 2.643
H -3.830 1.250 1.442
H -2.896 2.740 1.003
H -0.893 -3.014 -1.052
H -2.173 -2.087 -1.627
H -2.239 -2.911 -0.122
H 2.680 -2.481 0.303
H 4.138 -1.629 0.863
H 3.542 -1.315 -0.772
H 0.719 1.209 -2.493
H 0.598 2.947 -2.512
H 0.026 1.986 -1.241
H -2.994 -0.311 -0.039

The total energy comes out at -859.175723 Eh. The calculation puts the orbital gap (alpha / beta) at 7.2 / 7.2 eV. The relative energy (zero: lowest compared OMol25 entry of this formula, charge and spin) is 121.8 kcal/mol. The molar mass comes out at 183.30 g mol⁻¹. The value obtained for the HOMO energy (alpha / beta) is -12.0 / -12.0 eV. The net charge is +1. The max |F| comes out at 4.19 eV Å⁻¹. Its LUMO energy (alpha / beta) is -4.8 / -4.8 eV.

Mulliken atomic charge list, values in e, 5 entries:
1. C 0.4556
2. C -0.1833
3. C -0.1226
4. C 0.8150
5. C -0.0659

No. 2
The following is a quantum chemistry calculation of a 12-piece molecular cluster, C42H54Cl12N6 overall in a non-equilibrium geometry, from the Open Molecules 2025 dataset.

Positions of all 114 atoms, in Å:
Cl 1.974 -4.014 0.484
C 3.550 -4.673 0.006
C 4.728 -3.650 0.007
Cl 4.455 -2.354 -1.156
H 3.509 -5.269 -0.906
H 3.760 -5.528 0.649
H 5.691 -4.118 -0.197
H 4.852 -3.149 0.967
Cl 3.384 5.818 1.604
C 1.833 5.210 2.214
C 1.129 6.368 2.975
Cl -0.504 5.808 3.322
H 2.044 4.418 2.932
H 1.226 4.912 1.359
H 1.065 7.213 2.290
H 1.587 6.699 3.907
Cl -1.686 -3.743 -1.699
C -1.884 -2.262 -2.739
C -2.463 -2.530 -4.101
Cl -4.229 -2.980 -4.013
H -0.910 -1.793 -2.880
H -2.528 -1.538 -2.239
H -1.858 -3.292 -4.593
H -2.389 -1.578 -4.626
Cl -1.695 -5.759 3.210
C -1.978 -4.712 1.854
C -1.359 -3.298 2.050
Cl -2.127 -2.547 3.435
H -3.056 -4.610 1.731
H -1.656 -5.179 0.923
H -1.585 -2.598 1.246
H -0.281 -3.306 2.207
Cl 5.376 -0.680 2.266
C 5.648 0.914 1.533
C 5.673 1.976 2.651
Cl 4.032 2.109 3.328
H 4.841 1.136 0.834
H 6.612 0.934 1.026
H 5.884 2.984 2.294
H 6.366 1.695 3.444
Cl -0.202 4.389 -0.990
C -1.470 4.565 0.273
C -2.127 5.941 0.004
Cl -0.903 7.294 -0.188
H -1.004 4.363 1.237
H -2.259 3.829 0.116
H -2.744 6.326 0.816
H -2.820 5.936 -0.837
N -3.572 2.171 6.736
C -4.478 1.242 6.471
C -4.580 0.582 5.263
C -3.595 0.853 4.330
C -2.678 1.865 4.565
C -2.623 2.467 5.810
H -5.097 1.003 7.323
H -5.417 -0.065 5.050
H -3.655 0.336 3.384
H -2.049 2.117 3.725
H -1.925 3.256 6.046
N -0.437 -0.442 -0.103
C 0.886 -0.665 -0.391
C 1.909 0.151 0.102
C 1.518 1.276 0.865
C 0.155 1.428 1.239
C -0.777 0.521 0.807
H 1.175 -1.455 -1.069
H 2.963 0.012 -0.088
H 2.216 2.003 1.253
H -0.149 2.190 1.941
H -1.806 0.438 1.126
N -4.799 -0.920 1.350
C -5.653 -1.680 2.100
C -6.132 -2.916 1.629
C -5.742 -3.290 0.311
C -4.885 -2.487 -0.435
C -4.378 -1.338 0.124
H -5.936 -1.463 3.120
H -6.845 -3.538 2.152
H -6.028 -4.276 -0.026
H -4.528 -2.816 -1.400
H -3.735 -0.714 -0.479
N 6.044 2.057 -1.667
C 5.119 2.999 -1.411
C 3.790 2.884 -1.759
C 3.394 1.701 -2.519
C 4.353 0.759 -2.879
C 5.710 0.968 -2.413
H 5.397 3.824 -0.772
H 3.108 3.708 -1.606
H 2.390 1.553 -2.889
H 4.158 -0.199 -3.338
H 6.452 0.200 -2.576
N -4.261 2.726 -3.395
C -3.369 2.590 -4.378
C -2.162 1.802 -4.192
C -1.845 1.310 -2.885
C -2.755 1.618 -1.868
C -3.922 2.313 -2.159
H -3.621 2.965 -5.359
H -1.592 1.456 -5.041
H -0.954 0.717 -2.738
H -2.649 1.104 -0.923
H -4.742 2.417 -1.464
N 3.870 -5.526 -4.688
C 3.764 -4.167 -4.547
C 2.783 -3.548 -3.875
C 1.759 -4.300 -3.258
C 1.757 -5.691 -3.427
C 2.872 -6.275 -4.099
H 4.510 -3.596 -5.080
H 2.850 -2.473 -3.805
H 0.946 -3.785 -2.769
H 0.978 -6.294 -2.983
H 3.044 -7.341 -4.099

The total energy comes out at -7483.581194 Eh. The calculation puts the orbital gap (alpha / beta) at 2.9 / 7.4 eV. Its spin multiplicity is 2. The molar mass comes out at 1068.37 g mol⁻¹. The value obtained for the HOMO energy (alpha / beta) is -0.7 / -5.3 eV. The net charge is -1. The max |F| comes out at 3.14 eV Å⁻¹. Its LUMO energy (alpha / beta) is 2.1 / 2.1 eV.

Mulliken atomic charge list, values in e, 5 entries:
1. Cl 0.0498
2. C -0.6080
3. C -0.4615
4. Cl 0.0234
5. H 0.1204

No. 3
The following is a quantum chemistry calculation of C19H15AsNS8Tc as an isolated structure, from the Open Molecules 2025 dataset.

Positions of all 45 atoms, in Å:
Tc 0.591 -0.783 0.222
S 1.015 -1.255 2.503
C -0.455 -0.946 3.440
C -0.720 -1.486 4.686
C -1.859 -1.068 5.364
C -2.694 -0.104 4.819
C -2.405 0.459 3.582
C -1.281 0.030 2.894
S -0.874 0.747 1.317
C 0.382 1.996 1.734
C 1.053 2.304 0.428
C 1.405 3.594 0.086
C 1.997 3.823 -1.145
C 2.201 2.753 -1.994
C 1.829 1.479 -1.590
C 2.112 0.313 -2.495
S 1.148 -1.178 -2.143
C -0.359 -1.005 -3.062
C -0.369 -0.866 -4.440
C -1.587 -0.831 -5.107
C -2.778 -0.973 -4.411
C -2.766 -1.157 -3.035
C -1.550 -1.171 -2.367
S -1.569 -1.400 -0.606
N 1.267 1.251 -0.393
H -0.065 -2.229 5.122
H -2.091 -1.500 6.328
H -3.576 0.214 5.357
H -3.051 1.215 3.154
H 1.082 1.563 2.452
H -0.090 2.876 2.165
H 1.210 4.406 0.772
H 2.280 4.823 -1.442
H 2.647 2.894 -2.969
H 3.151 -0.003 -2.368
H 1.986 0.584 -3.542
H 0.557 -0.790 -4.995
H -1.601 -0.705 -6.181
H -3.721 -0.955 -4.940
H -3.690 -1.288 -2.487
S 1.334 -3.345 2.686
As 3.011 -3.230 1.255
S 3.062 -1.335 0.336
S -0.442 -2.979 -0.057
S 4.274 -4.740 1.070

The total energy comes out at -6289.413246 Eh. The calculation puts the orbital gap at 6.6 eV. The molar mass comes out at 686.79 g mol⁻¹. The value obtained for the HOMO energy is -14.1 eV. The net charge is +2. The max |F| comes out at 0.61 eV Å⁻¹. Its LUMO energy is -7.4 eV.

Mulliken atomic charge list, values in e, 5 entries:
1. Tc -0.2571
2. S 0.2512
3. C 0.9141
4. C -0.6482
5. C -0.6814

No. 4
The following is a quantum chemistry calculation of one molecule with the formula C6H8N2S2 in a non-equilibrium geometry, from the Open Molecules 2025 dataset.

Positions of all 18 atoms, in Å:
C 0.124 -2.267 0.182
C 1.368 -1.608 0.144
C 2.444 0.399 0.041
C -1.611 -0.606 -0.443
C -2.077 1.641 0.270
C -2.444 0.549 -0.696
N -0.959 -1.487 -0.036
N 1.346 -0.296 0.029
S 2.423 2.084 0.021
S 4.108 -0.402 0.067
H 0.194 -3.205 0.534
H 2.268 -2.175 0.239
H -2.617 2.553 -0.056
H -0.946 1.779 0.230
H -2.293 1.193 1.241
H -2.401 0.693 -1.881
H -3.519 0.392 -0.582
H 4.595 0.763 0.695

The total energy comes out at -1139.182127 Eh. The calculation puts the orbital gap at 7.2 eV. The relative energy (zero: lowest compared OMol25 entry of this formula, charge and spin) is 86.1 kcal/mol. The molar mass comes out at 172.28 g mol⁻¹. The value obtained for the HOMO energy is -7.5 eV. The max |F| comes out at 4.00 eV Å⁻¹. Its LUMO energy is -0.3 eV.

Mulliken atomic charge list, values in e, 5 entries:
1. C -0.7533
2. C 0.0024
3. C 0.3109
4. C 0.4994
5. C -0.8410

Which value of max |F| does entry 2 give?
3.14 eV Å⁻¹

What is the formula in the second record?
C42H54Cl12N6

Which value of molar mass does entry 4 give?
172.28 g mol⁻¹